(1)
Computed, not measured: 2 unconnected molecules or ions with the total composition ClHO4, with wB97M-V/def2-TZVPD.

Atoms and positions in Å:
O (1.28293, 2.58012, -1.71194)
O (1.39828, 0.25180, -2.07737)
O (2.77220, 1.26117, -0.41686)
O (-0.11801, 0.57518, 0.33840)
Cl (1.61594, 1.33140, -1.19760)
H (-0.37003, -0.31685, 0.11686)

Computed properties:
**Total charge**: 0
**HOMO energy (spin up / spin down)**: -11.354 / -11.361 eV
**DFT total energy**: -20717.504 eV
**Frontier orbital gap (spin up / spin down)**: 7.683 / 7.690 eV

Atom charges from the Mulliken analysis, given in e for atoms 1 to 5: O -0.352; O -0.366; O -0.333; O -0.560; Cl 1.293

(2)
Computed, not measured: ClHS2 in the gas phase, with wB97M-V/def2-TZVPD.

Atoms and positions in Å:
H (2.22157, -0.74902, 0.66872)
S (-1.21474, -0.63972, 0.00590)
S (-0.27453, 1.00010, 0.01622)
Cl (1.27098, -0.29512, -0.06015)

Computed properties:
**Total charge**: 0
**HOMO energy**: -7.759 eV
**DFT total energy**: -34204.822 eV
**Frontier orbital gap**: 6.362 eV

In elementary charge units, the Mulliken charges are: H 0.282; S -0.263; S 0.051; Cl -0.071

(3)
Computed, not measured: a molecular structure, ClI3Zn, with wB97M-V/def2-TZVPD.

Atoms and positions in Å:
Zn (-2.93045, 21.58805, 2.69847)
I (-0.49143, 21.77886, 5.82571)
I (-3.16629, 18.40733, 1.05871)
I (-1.21171, 24.72997, 0.22596)
Cl (-6.15114, 23.38373, 3.33647)

Computed properties:
**Total charge**: -2
**HOMO energy**: -2.618 eV
**DFT total energy**: -85244.168 eV
**Frontier orbital gap**: 3.855 eV

In elementary charge units, the Mulliken charges are: Zn 0.755; I -0.660; I -0.564; I -0.745; Cl -0.786

(4)
Computed, not measured: ClIO2S in the gas phase, with wB97M-V/def2-TZVPD.

Atoms and positions in Å:
O (1.52179, 0.04002, -0.66902)
O (0.32761, 0.61769, 1.49666)
S (0.37788, -0.00199, 0.19871)
Cl (-0.37259, -1.94598, -0.15092)
I (-1.85469, 1.29027, -0.87544)

Computed properties:
**Total charge**: 0
**HOMO energy**: -10.361 eV
**Structure (SMILES)**: O=S(=O)(Cl)I
**DFT total energy**: -35551.582 eV
**Frontier orbital gap**: 7.208 eV

In elementary charge units, the Mulliken charges are: O -0.344; O -0.335; S 0.635; Cl -0.047; I 0.091

(5)
Computed, not measured: a molecular structure, ClMg, with wB97M-V/def2-TZVPD.

Atoms and positions in Å:
Mg (9.78688, 6.25899, 17.44114)
Cl (10.70751, 4.87834, 17.76981)

Computed properties:
**Total charge**: +1
**HOMO energy**: -17.557 eV
**DFT total energy**: -17957.415 eV
**Frontier orbital gap**: 10.029 eV

In elementary charge units, the Mulliken charges are: Mg 1.478; Cl -0.478

(6)
Computed, not measured: 2 unconnected molecules or ions with the total composition ClNO4S, with wB97M-V/def2-TZVPD.

Atoms and positions in Å:
N (1.45754, -0.11527, -0.17234)
O (2.55684, -0.48907, 0.06944)
O (0.70865, -0.66155, -0.91645)
O (-1.83907, -0.72807, 1.19221)
O (-1.93569, 0.98812, -0.50872)
S (-1.84569, -0.46918, -0.21517)
Cl (0.89742, 1.47502, 0.55104)

Computed properties:
**Total charge**: 0
**HOMO energy**: -11.806 eV
**DFT total energy**: -33033.187 eV
**Frontier orbital gap**: 10.404 eV

Atom charges from the Mulliken analysis, given in e for atoms 1 to 5: N 0.908; O -0.438; O -0.465; O -0.361; O -0.394

(7)
Computed, not measured: a gas-phase ion, ClO2S (charge -1), with wB97M-V/def2-TZVPD.

Atoms and positions in Å:
O (1.24201, 0.16448, -0.77448)
O (-0.34255, -1.66781, 0.62063)
S (-0.18473, -0.04665, -0.61588)
Cl (-0.71473, 1.54998, 0.76974)

Computed properties:
**Total charge**: -1
**HOMO energy (spin up / spin down)**: -4.149 / -4.151 eV
**DFT total energy**: -27451.650 eV
**Frontier orbital gap (spin up / spin down)**: 8.011 / 8.012 eV

In elementary charge units, the Mulliken charges are: O -0.446; O -0.730; S 0.495; Cl -0.318

(8)
Computed, not measured: a molecular structure, ClOS2, with wB97M-V/def2-TZVPD.

Atoms and positions in Å:
O (-0.82857, 1.32595, 0.24381)
S (-1.19324, -1.37465, 0.11737)
S (-0.35484, 0.17197, -0.42326)
Cl (2.37665, -0.12327, 0.06208)

Computed properties:
**Total charge**: -1
**HOMO energy**: -4.424 eV
**DFT total energy**: -36242.208 eV
**Frontier orbital gap**: 7.603 eV

In elementary charge units, the Mulliken charges are: O -0.411; S -0.293; S 0.442; Cl -0.739

Max |F| in eV Å⁻¹, matching the order above: 4.451 6.442 1.362 2.918 17.292 4.139 6.439 3.246